C13H26Al2F10Mg2N2O12PS3 | ωB97M-V/def2-TZVPD

```
71
Properties=species:S:1:pos:R:3:forces:R:3
H 2.697032 2.671757 -1.100808 -0.70 0.02 -0.60
F 6.303471 1.737482 -8.585117 0.42 0.05 1.97
H 3.152000 -0.292211 -3.239178 -1.23 -1.57 0.60
Al 6.743166 1.876719 -6.873831 0.31 0.45 -0.80
H 2.995322 -2.962751 0.960134 -0.59 0.25 -1.68
H -0.744928 1.352641 2.712042 -0.20 -0.05 -0.26
C -3.075213 0.029852 -0.281461 -3.25 -0.28 -1.71
C -7.036704 -2.229103 3.907695 -0.32 -0.29 -0.37
H -2.953477 -0.168956 4.228430 0.65 0.47 -0.14
C 2.504360 -2.893235 -0.082240 -0.35 -0.29 0.78
H -7.987829 -2.057091 3.398323 0.10 -0.04 0.02
F -2.080701 -0.361152 -1.140870 -0.35 0.78 1.07
H 6.744397 0.657762 0.652219 0.69 -0.62 -0.17
H 1.797698 -1.566707 -3.029904 1.57 0.54 0.58
C 2.277501 2.000755 -0.325990 1.56 1.49 1.28
H -5.151592 -3.529435 5.503582 0.02 0.13 0.07
F 7.211202 0.278123 -6.246906 -0.66 1.37 -0.19
C 2.905983 -1.327733 -2.781096 -1.03 0.09 -1.17
H -5.657005 -0.614886 3.391831 0.38 -0.25 0.03
F -3.753254 -1.089320 0.043808 0.77 0.41 0.37
C -7.230536 -2.958749 5.239786 -0.16 0.17 0.16
F -3.915278 0.785996 -0.988800 1.01 -1.05 2.01
H 5.209896 -2.814092 0.349103 0.56 1.24 -0.74
C -1.316887 0.453257 2.962947 0.44 0.64 1.32
N 4.649765 -0.757428 -0.342435 -2.87 -1.36 -3.14
C -2.374812 0.735377 4.009446 -0.32 -0.18 -0.41
O 1.265591 2.468511 0.399206 -1.02 -2.14 -0.79
H 6.135020 -2.143806 -1.136258 -0.63 0.31 1.31
H -7.041308 -0.104287 4.417153 -0.28 -0.23 0.63
P 3.087020 -1.302389 -0.899226 2.17 -0.27 0.75
H 3.565266 -2.112591 -3.315818 -0.61 0.90 1.22
Mg -6.597884 1.317170 3.000377 0.03 0.81 -0.58
S -5.356942 -1.188032 5.695722 0.63 -0.62 1.53
O -1.920622 -0.120145 1.783106 0.30 -0.17 -1.57
F 5.348297 2.476333 -5.945681 1.21 -0.88 -0.45
C 6.739223 -1.308796 0.900827 1.91 -1.16 4.09
H -1.919793 1.097633 4.933017 -0.02 -0.06 -0.10
N 0.963578 4.072609 -5.407041 0.14 -0.53 0.54
H -8.006896 -2.457176 5.826455 0.06 -0.11 -0.01
H 2.087713 1.068795 -0.938586 -0.21 -1.59 -0.81
O 2.250337 2.537468 -3.765280 -0.30 0.59 -0.35
C 5.628579 -1.874992 -0.145527 1.40 0.25 1.80
F 8.101106 3.002527 -6.694980 -1.49 -1.28 -0.01
O -5.890935 -0.364273 6.750604 0.27 0.09 -0.71
C -5.890484 -2.868083 5.961856 -0.28 -0.43 -0.20
Mg -0.152572 0.253419 -0.369168 1.07 -0.14 -1.25
F -3.962746 2.091227 -2.544403 0.04 0.76 -0.81
O -0.109825 2.124858 -4.201262 0.75 1.36 -0.28
O 2.568064 3.700903 -7.389846 -0.73 -0.17 1.56
H -0.606075 -0.283222 3.344548 -0.22 -0.15 -0.28
F 1.738800 5.826957 -6.871184 -0.59 -0.72 0.76
H 3.193475 1.704806 0.220209 -0.24 -0.28 0.54
O 0.015667 -1.320916 -1.755538 1.45 1.58 2.35
H -0.645505 -0.819623 -2.224914 -0.12 -0.38 -1.29
O 7.423590 -0.059023 0.692442 -2.54 -1.65 -0.32
F 1.504558 1.684024 -5.847839 0.04 0.50 0.22
O -3.953118 -1.188899 5.352612 -0.92 -0.09 0.40
H -3.085009 1.489207 3.655327 0.21 0.21 0.01
Al 4.993423 0.223356 -2.505937 1.68 1.15 -0.05
H 2.736931 -3.850534 -0.670578 -0.38 1.51 0.62
H -5.963269 -3.069042 7.030460 0.14 0.22 -0.03
H 1.368415 -2.810612 0.105612 1.71 -0.14 -0.66
O 3.385902 4.962084 -5.450661 -1.30 -1.06 0.31
H -6.415480 -2.839230 3.244584 -0.01 0.15 0.06
C -2.517221 0.756444 0.939524 0.25 1.13 1.53
C -6.324340 -0.909083 4.209466 -0.25 -0.14 -0.65
H -7.536350 -3.995747 5.091601 0.04 0.14 -0.01
O -2.565530 1.943304 1.122189 -0.16 -1.04 -0.65
O 7.052438 -1.935261 1.951153 -1.73 2.12 -4.99
S 2.258879 4.475607 -6.211584 3.01 3.04 -3.36
S 1.136458 2.691645 -4.677446 -0.90 -3.47 1.13
```
Forces are in eV/Å.

Values from the calculation:
Frontier orbital gap, eV: 1.443
LUMO energy, eV: -9.37
E, eV: -134485.458
Total charge: +1